C5H11N2 | ωB97M-V with the def2-TZVPD basis set

Bonds (Å) are listed after each position.
CARTESIAN COORDINATES (ANGSTROEM)
1 C -1.7120 0.7451 0.1828  C2 1.456, N6 1.475, N7 1.448, H8 1.028
2 C -1.6665 -0.6325 0.6530  C1 1.456, N6 1.466, N7 1.496, H9 1.058
3 C 1.1847 1.2503 -0.7111  C5 1.535, H10 1.044, H11 1.117, H12 1.053
4 C 1.4689 -1.1586 0.1384  C5 1.510, H13 1.149, H14 1.060, H15 1.054
5 C 0.7375 0.1558 0.2680  C3 1.535, C4 1.510, N6 1.451, H16 1.189
6 N -0.5981 -0.1346 -0.2188  C1 1.475, C2 1.466, C5 1.451
7 N -2.6677 -0.1924 -0.3681  C1 1.448, C2 1.496, H17 1.014, H18 1.026
8 H -1.7889 1.7213 0.4963  C1 1.028
9 H -1.9350 -1.2610 1.4600  C2 1.058
10 H 1.1541 2.2312 -0.3556  C3 1.044
11 H 2.2161 1.0777 -1.1026  C3 1.117
12 H 0.5248 1.1338 -1.5230  C3 1.053
13 H 1.8567 -1.2542 -0.9392  C4 1.149
14 H 0.8740 -2.0107 0.3496  C4 1.060
15 H 2.2413 -1.1554 0.8548  C4 1.054
16 H 0.7130 0.5446 1.3913  C5 1.189
17 H -3.6491 -0.2919 -0.1347  N7 1.014
18 H -2.5571 -0.4720 -1.3495  N7 1.026

## Properties
max |F| = 0.0602 Eh/bohr
relative energy (zero: lowest compared OMol25 entry of this formula, charge and spin) = 100.4 kcal per mole
LUMO energy = -3.30 eV
structure (SMILES) = CC(C)N1[C@@H]2[NH2+][C@@H]21
orbital gap = 10.870 eV
HOMO level = -0.5209 Ha
total charge = +1

Here are the natural (NBO) charges for atoms 1 to 5, given in e:
1. C 0.08
2. C 0.10
3. C -0.62
4. C -0.61
5. C -0.06